(1)
This record from the OMol25 dataset describes a cluster of 3 separate species, C4H12NS in total in a non-equilibrium geometry. The level of theory is ωB97M-V with the def2-TZVPD basis set.

Values from the calculation:
HOMO energy (hartree): -0.4500
ΔE to the lowest compared entry with this formula, charge and spin (kJ/mol): 509.42
Total charge: +1
2S+1: 1
Largest force on an atom (hartree/bohr): 0.08076

```
18
Properties=species:S:1:pos:R:3:forces:R:3:lowdin_charge:R:1
C -1.14591 2.33438 -1.45824 0.09 0.23 1.73 -0.127
C -0.15967 2.80290 -0.42525 -0.19 -0.07 -0.34 -0.245
C 0.07203 4.07525 -0.14210 0.08 -0.48 0.82 0.029
C -0.58363 -0.74764 -1.02404 -2.19 -3.29 1.28 -0.213
S -1.98591 -0.57504 -0.15170 0.90 0.32 0.92 1.048
N 2.54551 -5.69854 2.67829 -0.26 0.51 0.63 0.004
H -1.91172 1.85146 -0.82529 -0.36 0.05 -0.66 0.016
H -1.56782 3.22422 -1.91642 -0.07 -0.36 -0.60 0.089
H -0.74630 1.56123 -2.13279 -0.09 0.25 -0.20 0.067
H 0.28398 2.05804 0.23347 0.33 -0.06 -0.31 0.087
H 0.75531 4.26774 0.66498 0.15 0.35 0.19 0.063
H -0.47817 4.90884 -0.52881 0.04 0.25 -0.64 0.070
H 0.27138 -0.96627 -0.38221 0.93 1.92 -0.54 0.082
H -0.74267 -1.44760 -1.83662 0.55 0.34 -0.54 0.057
H -2.72423 -1.62642 -0.58366 -0.17 0.56 -1.11 -0.022
H 2.52408 -5.52276 1.68459 0.38 -0.08 -0.16 -0.006
H 2.10683 -4.88762 3.10379 -0.40 -0.10 -0.01 -0.004
H 3.48690 -5.61217 3.04201 0.30 -0.34 -0.45 0.007
```
Forces are in eV/Å.

(2)
This record from the OMol25 dataset describes the molecule C4H7FO in a non-equilibrium geometry. The level of theory is ωB97M-V with the def2-TZVPD basis set.

Values from the calculation:
HOMO energy (hartree): -0.3868
SMILES string: FCC[C@@H]1CO1
ΔE to the lowest compared entry with this formula, charge and spin (kJ/mol): 152.70
2S+1: 1
Largest force on an atom (hartree/bohr): 0.03000

```
13
Properties=species:S:1:pos:R:3:forces:R:3:lowdin_charge:R:1
F 2.60766 -0.06071 0.15443 0.24 -0.11 0.12 -0.048
C 1.30316 -0.46506 -0.02996 -0.98 -0.18 -0.44 -0.206
C 0.41224 0.77422 -0.07158 -0.83 0.51 -0.73 -0.128
C -1.06208 0.53092 -0.39212 0.35 -1.46 -0.06 -0.241
C -2.01097 0.06014 0.60630 -0.75 1.09 -0.79 -0.160
O -1.56356 -0.86299 -0.34991 0.54 0.48 -0.09 -0.053
H 0.94006 -1.02768 0.81252 0.37 -0.48 0.64 0.107
H 1.25551 -1.18972 -0.88784 -0.06 1.16 0.40 0.141
H 0.46390 1.38108 0.84298 0.24 -0.61 0.14 0.124
H 0.70324 1.48329 -0.82800 0.70 0.07 -0.52 0.103
H -1.47318 1.01556 -1.27474 0.15 0.20 0.24 0.139
H -1.69545 -0.07984 1.61034 0.27 -0.21 0.81 0.109
H -3.00869 0.46632 0.45828 -0.25 -0.47 0.29 0.112
```
Forces are in eV/Å.

(3)
This record from the OMol25 dataset describes a structure of composition C34H51As3BCuN5S. The level of theory is ωB97M-V with the def2-TZVPD basis set.

Values from the calculation:
HOMO energy (alpha / beta) (hartree): -0.2647 / -0.2996
2S+1: 2
Largest force on an atom (hartree/bohr): 0.01009

```
96
Properties=species:S:1:pos:R:3:forces:R:3:lowdin_charge:R:1
Cu 0.05209 0.01508 0.37550 -0.33 -0.31 -0.27 0.150
B 2.66813 -0.09885 2.86050 -0.03 -0.02 -0.02 -0.413
N 1.17057 0.11939 3.28086 0.01 0.00 -0.05 -0.073
C 0.82559 0.20378 4.57306 -0.01 0.02 0.04 -0.101
C -0.54388 0.37411 4.66169 0.04 0.00 0.00 -0.061
C -0.96100 0.38110 3.33193 -0.03 -0.05 0.01 -0.171
N 0.07663 0.22305 2.50965 0.03 0.10 0.09 -0.026
N 2.93899 -0.22918 1.31979 -0.03 0.01 0.02 -0.059
C 4.19226 -0.33988 0.85989 0.04 0.00 -0.01 -0.100
C 4.15642 -0.53446 -0.50880 -0.01 0.00 0.04 -0.058
C 2.79749 -0.52423 -0.81368 0.02 -0.02 -0.04 -0.152
N 2.07632 -0.34611 0.29337 0.00 0.08 0.01 -0.029
H 3.03136 -1.12971 3.38847 0.00 -0.02 0.00 0.064
H 3.30926 0.84279 3.26121 0.01 0.00 0.01 0.069
H 1.58130 0.13805 5.33863 -0.02 0.01 -0.01 0.123
H -1.13944 0.48431 5.55103 0.00 0.00 -0.01 0.089
H -1.95519 0.48631 2.92940 0.02 0.02 0.00 0.074
H 5.02307 -0.27646 1.54345 -0.01 0.00 -0.02 0.121
H 4.98882 -0.65187 -1.18020 -0.01 0.00 0.00 0.089
H 2.29408 -0.61700 -1.76231 0.02 0.01 0.03 0.088
C -1.27239 -5.06758 -5.32925 0.00 0.01 0.01 -0.034
C 0.09349 -4.43548 -5.02718 0.01 0.01 -0.01 -0.553
C 1.07388 -4.76311 -6.16178 0.00 -0.01 -0.01 -0.045
C 0.63340 -5.05110 -3.73729 0.00 -0.04 0.04 -0.064
C -0.07830 -2.92194 -4.91068 -0.01 0.01 -0.01 -0.163
C -0.49395 -2.18400 -6.03674 0.00 -0.01 0.00 -0.033
C -0.69383 -0.82105 -5.99057 -0.01 0.02 0.01 -0.069
C -0.49050 -0.16297 -4.77948 0.00 0.00 -0.04 -0.471
S -0.66531 1.50861 -4.37414 0.02 0.01 -0.05 1.106
C -0.20656 1.13692 -2.72014 0.01 -0.05 0.06 -0.536
N 0.05164 -0.11220 -2.49369 -0.01 0.04 -0.08 0.089
C -0.08840 -0.86996 -3.64643 0.02 0.00 0.07 -0.308
C 0.13211 -2.24724 -3.72390 -0.06 0.00 -0.01 0.030
C -0.19388 2.19317 -1.69577 0.07 -0.06 -0.05 -0.269
C -0.33911 3.52611 -2.09550 0.00 0.08 0.00 -0.076
C -0.34478 4.54363 -1.16125 0.01 -0.03 0.03 -0.090
C -0.19279 4.22625 0.18438 0.01 0.03 -0.04 -0.086
C -0.04430 2.90345 0.57473 0.01 -0.03 0.02 -0.111
C -0.04565 1.84934 -0.34421 0.03 0.21 0.07 -0.175
H -1.17495 -6.14980 -5.44358 0.00 0.01 0.01 0.090
H -1.70426 -4.66720 -6.24737 0.00 -0.01 0.00 0.082
H -1.97458 -4.86996 -4.51522 0.03 0.00 -0.04 0.064
H 1.24236 -5.84112 -6.21240 -0.01 0.01 0.00 0.085
H 2.03532 -4.27351 -5.99691 0.00 -0.01 0.01 0.093
H 0.69413 -4.44268 -7.13234 0.00 0.02 0.00 0.076
H 0.74214 -6.12964 -3.86634 0.01 0.01 0.00 0.091
H -0.04287 -4.88931 -2.89365 -0.01 0.01 -0.02 0.058
H 1.61179 -4.64427 -3.47260 0.00 0.00 -0.01 0.093
H -0.66662 -2.69734 -6.97418 0.00 0.00 0.00 0.109
H -1.00936 -0.28110 -6.87384 0.01 0.00 0.00 0.110
H 0.44824 -2.76217 -2.82981 0.02 0.01 0.03 0.081
H -0.43579 3.78043 -3.14617 0.00 -0.03 0.01 0.078
H -0.45481 5.57251 -1.47794 0.00 0.00 0.00 0.100
H -0.18288 5.01413 0.92852 0.00 0.00 0.00 0.101
H 0.08061 2.68286 1.62976 -0.02 0.00 -0.01 0.087
C -3.61752 1.22754 0.75514 -0.01 0.00 0.00 -0.272
As -2.48997 -0.08263 -0.14886 0.20 -0.02 0.11 1.172
C -3.15016 0.27980 -1.94819 0.00 0.01 0.01 -0.265
C -3.49600 -1.70794 0.33452 -0.07 -0.01 0.02 -0.321
C -2.99558 -3.07792 -0.18248 0.00 0.00 -0.02 -0.661
C -2.53264 -2.95899 -1.63056 0.05 -0.02 -0.05 -0.082
C -1.84897 -3.61803 0.68354 0.03 -0.04 0.03 -0.317
As -0.19744 -2.54590 0.81048 0.16 0.14 0.06 1.172
C 0.25693 -2.91290 2.66652 -0.03 -0.07 -0.04 -0.274
C 1.12054 -3.73245 -0.00114 0.01 -0.02 0.02 -0.269
C -4.19540 -4.04028 -0.05324 -0.01 0.03 -0.02 -0.383
As -4.32780 -5.89346 -0.76013 -0.02 -0.02 0.02 1.130
C -4.57784 -5.50457 -2.66899 0.01 0.00 -0.01 -0.345
C -2.49907 -6.60202 -0.89729 0.01 0.02 -0.01 -0.355
H -4.63075 1.18132 0.35502 0.00 0.01 0.00 0.032
H -3.19500 2.21564 0.57374 0.00 0.00 0.00 0.030
H -3.65105 1.05307 1.82839 0.00 -0.01 -0.01 0.011
H -4.22248 0.08365 -1.98451 0.00 0.00 0.00 0.040
H -2.63567 -0.32203 -2.69382 -0.04 0.01 0.02 0.008
H -2.96815 1.33413 -2.15681 -0.03 -0.02 0.00 0.031
H -4.51538 -1.53322 -0.02215 0.00 -0.01 -0.01 0.076
H -3.54672 -1.72179 1.42862 0.00 0.00 -0.01 0.084
H -1.70782 -2.24630 -1.71805 0.00 0.01 0.00 0.035
H -3.33649 -2.62058 -2.28911 0.00 -0.02 0.02 0.098
H -2.16951 -3.91693 -2.00656 -0.01 0.01 0.01 0.052
H -1.54126 -4.59089 0.30294 -0.02 -0.04 0.03 0.041
H -2.19431 -3.77176 1.71019 -0.03 0.05 -0.01 0.084
H 0.25169 -3.98850 2.84661 -0.01 0.00 0.02 0.037
H -0.45765 -2.41834 3.32340 0.00 0.00 0.01 0.024
H 1.24887 -2.51010 2.86778 0.00 -0.03 0.00 0.010
H 0.89369 -4.77253 0.23596 0.02 0.00 0.00 0.032
H 2.09265 -3.46591 0.41441 0.00 0.01 -0.01 0.031
H 1.17146 -3.60356 -1.07885 -0.04 -0.01 -0.03 -0.011
H -5.06808 -3.57687 -0.52732 -0.01 -0.01 0.00 0.061
H -4.45254 -4.12918 1.00600 0.01 0.00 0.01 0.061
H -5.42830 -4.83330 -2.78860 0.00 0.00 0.00 0.019
H -4.81174 -6.44019 -3.17640 0.01 0.01 -0.02 0.015
H -3.70112 -5.05706 -3.13386 -0.03 -0.01 0.02 -0.017
H -2.07714 -6.76388 0.09347 0.00 -0.01 0.00 0.014
H -1.82965 -5.97644 -1.48676 0.01 0.00 0.01 -0.007
H -2.58634 -7.57238 -1.38735 0.00 0.00 0.00 0.017
```
Forces are in eV/Å.

(4)
This record from the OMol25 dataset describes the molecule C3H4N4OS in a non-equilibrium geometry. The level of theory is ωB97M-V with the def2-TZVPD basis set.

Values from the calculation:
HOMO energy (hartree): -0.3861
SMILES string: CC(=O)c1nnnn1S
ΔE to the lowest compared entry with this formula, charge and spin (kJ/mol): 241.57
2S+1: 1
Largest force on an atom (hartree/bohr): 0.09315

```
13
Properties=species:S:1:pos:R:3:forces:R:3:lowdin_charge:R:1
C 1.40109 -0.10416 0.12464 0.14 -1.71 -1.71 -0.013
C -0.03154 -0.64218 0.12093 2.73 -0.88 0.81 -0.413
O -0.35114 -1.80778 0.15070 -0.18 0.40 -0.18 0.101
C -0.96743 0.43886 0.12603 -4.20 -2.26 -0.49 -0.316
N -0.79282 1.69461 0.06580 0.05 1.16 0.03 0.096
N -2.02750 2.26592 0.01724 0.58 0.98 0.15 -0.029
N -2.93355 1.39350 0.03873 -0.53 -1.20 -0.13 -0.084
N -2.38082 0.16449 0.08739 -1.00 0.49 -0.10 -0.208
S -3.93072 -1.15702 -0.02781 2.75 2.40 0.67 0.738
H 2.18872 -0.88913 0.39891 -1.13 0.80 -1.53 0.117
H 1.55258 0.56305 0.89796 -0.28 1.80 1.71 0.039
H 1.42612 0.55114 -0.81967 0.84 -1.34 1.13 0.121
H -4.63972 -0.13282 0.54586 0.22 -0.64 -0.36 -0.149
```
Forces are in eV/Å.

(5)
This record from the OMol25 dataset describes a structure of composition C26H23F4I2N3Ti in a non-equilibrium geometry. The level of theory is ωB97M-V with the def2-TZVPD basis set.

Values from the calculation:
HOMO energy (alpha / beta) (hartree): -0.2767 / -0.2958
ΔE to the lowest compared entry with this formula, charge and spin (kJ/mol): 41.59
2S+1: 3
Largest force on an atom (hartree/bohr): 0.03538

```
59
Properties=species:S:1:pos:R:3:forces:R:3:lowdin_charge:R:1
Ti -0.29229 -0.31474 -0.42675 -1.20 -1.37 0.05 0.635
C -3.35831 -0.37777 1.15293 -0.06 0.04 -0.06 -0.078
N -2.74147 -1.03469 -0.00236 0.19 -0.04 0.04 -0.328
C -3.72314 -1.12627 -1.08662 -0.03 0.03 0.08 -0.127
C -2.30358 -2.39902 0.35816 -0.06 0.06 -0.06 -0.218
C -1.26806 -2.38851 1.48124 0.08 0.40 0.21 -0.207
N -0.47765 -1.16350 1.35541 0.50 -0.26 0.48 -0.136
C 0.31454 -0.71776 2.39907 -0.63 -0.34 -0.68 -0.177
C 0.60447 0.64394 2.41407 -0.03 0.28 0.07 -0.145
F -0.00677 1.39956 1.45734 0.16 -0.01 -0.10 0.063
C 1.41908 1.23992 3.34064 -0.01 0.07 0.00 -0.211
F 1.63972 2.56046 3.26027 0.02 -0.03 0.05 0.096
C 1.99102 0.48906 4.35281 0.07 0.07 0.03 0.070
C 1.69139 -0.85484 4.37579 -0.07 -0.26 0.03 -0.209
F 2.21663 -1.64327 5.32552 0.03 0.10 0.01 0.094
C 0.87025 -1.45519 3.43319 0.22 -0.16 0.25 -0.141
F 0.66811 -2.78336 3.51150 0.01 0.02 -0.03 0.093
H -3.74042 0.59798 0.85126 0.00 0.02 0.01 0.086
H -4.19645 -0.97171 1.54200 -0.01 0.01 -0.01 0.099
H -2.62386 -0.23329 1.93964 0.01 0.00 0.03 0.079
H -4.58097 -1.73858 -0.77853 -0.02 0.02 -0.02 0.094
H -4.08759 -0.12925 -1.34029 0.02 -0.01 -0.01 0.082
H -3.25834 -1.56081 -1.96673 -0.03 -0.04 -0.02 0.000
H -3.16604 -3.00959 0.65799 -0.02 0.00 0.00 0.130
H -1.88759 -2.84566 -0.54721 0.04 -0.04 -0.01 0.065
H -1.75693 -2.41644 2.45976 -0.08 0.02 0.01 0.123
H -0.66211 -3.29120 1.40792 0.03 -0.08 -0.01 0.063
H 2.64879 0.93187 5.08675 -0.04 -0.01 -0.02 0.136
C 3.87965 -1.87286 -0.42337 0.11 0.04 -0.04 -0.077
C 4.54110 -0.82316 -1.06332 -0.13 -0.02 0.03 -0.082
C 3.83775 0.32294 -1.38770 0.10 -0.08 0.05 -0.035
C 2.47976 0.39681 -1.07197 -0.19 0.44 -0.15 -0.208
C 1.77697 -0.64959 -0.46129 0.51 -0.07 -0.01 -0.211
C 2.52708 -1.78504 -0.13474 -0.13 0.07 0.05 -0.103
C 1.66537 1.59197 -1.37207 0.57 0.20 -0.13 -0.192
C 2.21845 2.85436 -1.73780 0.13 -0.47 0.08 0.024
C 1.40249 3.91605 -1.90657 -0.10 0.36 -0.06 0.014
C -0.00304 3.78512 -1.75600 0.04 0.26 -0.09 -0.144
C -0.89765 4.86947 -1.93388 0.28 -0.08 0.00 -0.026
C -2.23892 4.68420 -1.79802 -0.25 -0.29 0.07 -0.068
C -2.73711 3.39399 -1.48893 -0.16 0.47 -0.08 -0.057
C -1.89723 2.33780 -1.31393 0.27 -0.20 0.04 -0.016
C -0.49818 2.51725 -1.42964 0.13 -0.16 -0.07 -0.186
N 0.36042 1.45513 -1.23531 -0.29 1.18 -0.15 -0.020
H 4.43052 -2.76834 -0.15817 -0.01 0.01 -0.01 0.103
H 5.59272 -0.90525 -1.30585 -0.01 0.00 0.01 0.100
H 4.34821 1.13484 -1.89326 -0.02 -0.02 0.02 0.101
H 2.04082 -2.62668 0.34928 0.00 -0.02 0.01 0.074
H 3.28925 2.95123 -1.84059 -0.04 0.02 0.01 0.109
H 1.81900 4.88687 -2.15421 -0.06 -0.02 0.00 0.124
H -0.49640 5.84487 -2.18390 0.02 -0.04 0.01 0.117
H -2.92314 5.51063 -1.93729 -0.01 -0.03 0.02 0.106
H -3.80568 3.24346 -1.39944 0.01 0.02 -0.01 0.109
H -2.31617 1.35926 -1.10974 0.10 -0.09 0.03 0.074
I 0.45468 -5.54657 -0.57399 -0.02 0.01 0.08 0.769
C 0.54947 -4.76989 -2.45117 0.09 -0.11 -0.07 -0.663
I -0.57724 -1.36300 -2.94651 0.00 0.03 0.03 0.324
H -0.23598 -5.03332 -3.14028 0.04 0.08 0.02 -0.047
H 1.48061 -4.31989 -2.75511 -0.10 0.04 0.00 -0.046
```
Forces are in eV/Å.

(6)
This record from the OMol25 dataset describes a cluster of 2 separate species, C4H15N3O in total in a non-equilibrium geometry. The level of theory is ωB97M-V with the def2-TZVPD basis set.

Values from the calculation:
HOMO energy (hartree): -0.6527
ΔE to the lowest compared entry with this formula, charge and spin (kJ/mol): 171.10
Total charge: +2
2S+1: 1
Largest force on an atom (hartree/bohr): 0.08460

```
23
Properties=species:S:1:pos:R:3:forces:R:3:lowdin_charge:R:1
C 0.79394 -1.77926 -1.42647 -1.45 -0.17 1.19 -0.142
C 0.59282 -0.73349 -0.39039 1.45 2.63 1.66 -0.234
C -0.71044 0.03797 -0.58691 -0.12 0.01 -2.02 -0.183
N -1.86490 1.49305 2.60749 -0.81 -3.95 -1.65 0.204
C -1.64358 0.59168 1.60550 1.49 3.57 -0.78 -0.032
N -0.87100 0.96010 0.55255 -2.50 -3.17 0.75 0.047
N 1.81369 -2.78090 -0.86837 0.57 -0.55 -3.89 0.188
H 1.38679 -1.35795 -2.19186 -0.13 0.41 -1.46 0.123
H -0.31427 -2.03905 -1.73975 2.77 -1.01 0.22 0.184
H 0.66681 -0.97799 0.70209 -0.54 -0.90 -0.91 0.139
H 1.46782 -0.01169 -0.38181 -0.83 -0.44 -0.48 0.145
H -0.77136 0.63521 -1.58512 0.57 -0.65 1.85 0.175
H -1.49508 -0.74533 -0.83501 0.13 1.13 1.37 0.140
H -2.61779 1.27436 3.24165 0.16 0.10 0.34 0.137
H -1.46484 2.39105 2.64005 0.55 1.13 -0.19 0.119
H -2.07232 -0.42376 1.55189 -0.05 0.81 0.50 0.174
H -0.41600 1.84962 0.37900 0.08 1.06 0.39 0.074
H 2.62986 -2.20969 -0.51686 -0.53 -0.91 -1.08 0.196
H 2.02437 -3.48991 -1.72910 0.14 1.92 2.81 0.260
H 1.55061 -3.30309 -0.08225 -1.06 -1.26 1.42 0.132
H -0.21173 3.95443 -0.52619 -0.82 1.98 -1.05 0.049
H 1.24637 3.40030 -0.26035 -1.04 0.36 -0.06 0.108
O 0.28025 3.26433 -0.15977 1.97 -2.12 1.06 -0.004
```
Forces are in eV/Å.